{"formula": "C42H81Cl21N3O3", "method": "the ωB97M-V functional and the def2-TZVPD basis", "symbols": ["C", "C", "C", "C", "C", "C", "N", "O", "C", "C", "C", "H", "H", "H", "H", "H", "H", "H", "H", "H", "H", "H", "H", "H", "H", "H", "H", "H", "H", "C", "C", "C", "C", "C", "C", "N", "O", "C", "C", "C", "H", "H", "H", "H", "H", "H", "H", "H", "H", "H", "H", "H", "H", "H", "H", "H", "H", "H", "C", "C", "C", "C", "C", "C", "N", "O", "C", "C", "C", "H", "H", "H", "H", "H", "H", "H", "H", "H", "H", "H", "H", "H", "H", "H", "H", "H", "H", "Cl", "C", "C", "Cl", "H", "H", "H", "H", "Cl", "C", "C", "Cl", "H", "H", "H", "H", "Cl", "C", "C", "Cl", "H", "H", "H", "H", "Cl", "C", "C", "Cl", "H", "H", "H", "H", "Cl", "C", "C", "Cl", "H", "H", "H", "H", "Cl", "C", "C", "Cl", "H", "H", "H", "H", "C", "Cl", "Cl", "Cl", "H", "C", "Cl", "Cl", "Cl", "H", "C", "Cl", "Cl", "Cl", "H"], "coordinates": [[13.743180, -31.431650, 6.545920], [12.409550, -31.459770, 5.714110], [11.367880, -31.343730, 6.836610], [10.011790, -30.900980, 6.476370], [10.014160, -29.720880, 5.576320], [10.964130, -29.846050, 4.366730], [12.355310, -30.279530, 4.827810], [13.431020, -30.187030, 3.779480], [10.178720, -30.770000, 3.334600], [11.059720, -28.463100, 3.849710], [12.447020, -32.823370, 4.960870], [13.887850, -30.542380, 7.159400], [14.547240, -31.540370, 5.818060], [13.878160, -32.313180, 7.172640], [11.249030, -32.338150, 7.266850], [11.638330, -30.707590, 7.679390], [9.497070, -30.589010, 7.385120], [9.366790, -31.669440, 6.050300], [10.165890, -28.733010, 6.011280], [8.965850, -29.664990, 5.283020], [9.159470, -30.483070, 3.075950], [10.716580, -30.897550, 2.395170], [10.041550, -31.784100, 3.709940], [10.112440, -27.934180, 3.744810], [11.550290, -27.743600, 4.505270], [11.695180, -28.494450, 2.964660], [12.759570, -33.686360, 5.548800], [13.169240, -32.836690, 4.144590], [11.472640, -33.066840, 4.537310], [18.345880, -33.278420, 16.177160], [19.399560, -34.271500, 15.543670], [18.499430, -35.521850, 15.088090], [19.332530, -36.498530, 14.210470], [19.874390, -35.850650, 12.975360], [20.763370, -34.616180, 13.419690], [20.111540, -33.674810, 14.398890], [20.959170, -32.547420, 14.784160], [22.148500, -35.194930, 13.731920], [20.855580, -33.870090, 12.051340], [20.261220, -34.866950, 16.665490], [17.848760, -33.685920, 17.057450], [17.634050, -33.113480, 15.368340], [18.726490, -32.277120, 16.378750], [18.023640, -36.036970, 15.922580], [17.623780, -35.159900, 14.549260], [18.770540, -37.378190, 13.896680], [20.161470, -36.901900, 14.792060], [19.031950, -35.661720, 12.310010], [20.495080, -36.601710, 12.486730], [22.115880, -35.847770, 14.604180], [22.435700, -35.818400, 12.885220], [22.929100, -34.463870, 13.942410], [19.948680, -33.770110, 11.454980], [21.370160, -32.910860, 12.107790], [21.373200, -34.457670, 11.293100], [20.733460, -35.840330, 16.532720], [19.625740, -35.038100, 17.534390], [20.967110, -34.100200, 16.984730], [19.019450, -26.364330, 10.685160], [19.558080, -25.209560, 9.816480], [18.586370, -24.077480, 10.198580], [19.040070, -22.708410, 9.827840], [20.301100, -22.466840, 10.592870], [21.399840, -23.402410, 10.137210], [20.937890, -24.888470, 10.254200], [21.956560, -25.925610, 10.010330], [21.922750, -23.002800, 8.739570], [22.558210, -23.240050, 11.112080], [19.301120, -25.557480, 8.398960], [19.188310, -26.371300, 11.761970], [19.305900, -27.311550, 10.228190], [17.940690, -26.518310, 10.659200], [17.592400, -24.075710, 9.751210], [18.611600, -24.042720, 11.287730], [18.389740, -21.872390, 10.085240], [19.219140, -22.621190, 8.756200], [20.074430, -22.515080, 11.657950], [20.689790, -21.464310, 10.414100], [21.272110, -23.328760, 7.928090], [21.974900, -21.932730, 8.538750], [22.919540, -23.383100, 8.516220], [22.929060, -22.230510, 10.934900], [22.194190, -23.340960, 12.134530], [23.396810, -23.925830, 10.991370], [18.276360, -25.925600, 8.448400], [19.937760, -26.417210, 8.190040], [19.372130, -24.652840, 7.795070], [16.839040, -27.016430, 15.049020], [17.031060, -27.852320, 16.613130], [15.649300, -27.974940, 17.292430], [14.490960, -28.947000, 16.469990], [17.700150, -27.229900, 17.207280], [17.440760, -28.850590, 16.459200], [15.225210, -26.984730, 17.459010], [15.919110, -28.392030, 18.262650], [20.547990, -29.534620, 8.783600], [21.739260, -30.407690, 9.764970], [21.636480, -30.167880, 11.201310], [21.372120, -28.519190, 11.605360], [22.723490, -30.246290, 9.325260], [21.674730, -31.495730, 9.754770], [22.460420, -30.554250, 11.801260], [20.739980, -30.701710, 11.516610], [16.262120, -29.340060, 7.534800], [16.521110, -28.261120, 6.198800], [16.742060, -29.178020, 4.989590], [18.114700, -30.376570, 5.135260], [17.433610, -27.746300, 6.499470], [15.713430, -27.530240, 6.159250], [16.961540, -28.640520, 4.067090], [15.891790, -29.784130, 4.676920], [20.218230, -35.684400, 6.836030], [20.613510, -34.018470, 6.806390], [19.414020, -33.143560, 6.650410], [18.611810, -32.847290, 8.193870], [21.316370, -33.960730, 5.975270], [21.135860, -33.674050, 7.698920], [18.784130, -33.684200, 5.943970], [19.728930, -32.149500, 6.332940], [11.803540, -25.442500, 11.415670], [12.487600, -26.064420, 9.903870], [12.157440, -25.143020, 8.782350], [12.555890, -25.918870, 7.194210], [12.091970, -27.067210, 9.742700], [13.551060, -26.158060, 10.123850], [12.647640, -24.173410, 8.869790], [11.097380, -24.930310, 8.644070], [9.822480, -32.913130, 9.727950], [9.273270, -33.464820, 11.309050], [10.229730, -32.845870, 12.379080], [9.858790, -31.243240, 12.663800], [9.247720, -34.553970, 11.274570], [8.256740, -33.127100, 11.510780], [11.281200, -32.988490, 12.129740], [10.199010, -33.410300, 13.311050], [14.721640, -35.031530, 11.077420], [15.414430, -33.800280, 12.179780], [14.636700, -34.313110, 9.398030], [13.208720, -35.656160, 11.506860], [15.480700, -35.813780, 11.081930], [13.536650, -33.127490, 16.673300], [14.416180, -32.622690, 15.198330], [14.574270, -33.723430, 17.868730], [12.140910, -34.216970, 16.276990], [13.139490, -32.188530, 17.058950], [15.613310, -30.503880, 11.225700], [15.751640, -28.850030, 10.721690], [14.821550, -30.681380, 12.769330], [17.270170, -31.174790, 11.299680], [15.060400, -31.086120, 10.488560]], "atomic_forces_ev_per_a": [[0.3678, -0.1190, -1.3438], [2.1817, -0.5169, 1.8107], [-0.3635, -1.1453, 0.2686], [-1.2679, 0.3825, 0.4629], [-0.3131, 0.3657, -0.3321], [-1.6256, -0.3026, 0.3128], [2.0280, -0.3606, -4.2884], [-4.5358, -0.4317, 4.3869], [1.3789, -0.6801, 0.0707], [1.1672, 1.4917, -0.9916], [-0.6348, 0.2065, -0.4716], [-0.1807, 0.0013, -0.2988], [0.3191, 0.4277, 0.0701], [-0.5942, -0.0495, 0.1472], [0.4298, -0.1990, 0.1108], [0.8659, 0.1500, -0.2990], [-0.1417, -0.2205, 0.2131], [0.2301, -0.2823, -0.1904], [0.4996, -0.2416, 0.7530], [0.0895, 0.3062, -0.8908], [0.1780, 0.8329, 0.3325], [0.2048, 0.1949, -0.0187], [0.2146, -0.0078, 0.2855], [-0.3239, -0.6641, -0.7234], [0.5019, -0.4994, 0.5493], [-0.4474, 0.4296, -0.4106], [-0.1996, 0.3350, 0.6574], [-0.0471, 0.5772, -0.0969], [-0.0150, -0.0456, -0.0482], [0.8505, 0.2066, -1.5091], [-2.3575, -1.6425, 1.3537], [0.8474, 0.4370, -1.3246], [-0.8012, -0.4327, 0.8949], [-0.0471, 0.2827, 1.6685], [-0.6972, 0.3205, -3.5184], [3.3983, 2.1447, 1.7506], [-3.2591, -4.3506, -1.6355], [-0.0779, 0.0816, 0.9074], [0.6288, 0.3738, -0.4892], [0.3756, 0.9244, 0.7261], [0.1334, -0.1272, -0.1785], [-0.4243, -0.0099, 0.1944], [0.4270, -0.1941, 0.2767], [0.5824, 0.1372, 0.4512], [0.0966, 0.1775, -0.5326], [-0.3906, -0.0413, 0.2582], [0.0306, 0.0083, 0.1778], [0.1625, 0.7155, -0.0766], [0.2506, 0.3721, -0.2248], [-0.0547, -0.0564, 0.0804], [0.1155, 0.1982, 0.0227], [-0.2092, 0.2415, -0.2028], [-0.7423, 0.4711, 0.9074], [-0.0738, 0.0306, 0.1648], [0.7736, -0.4024, 0.4379], [0.2386, 0.2785, -0.6278], [-0.2668, 0.1361, -0.0454], [0.4037, -0.2283, -0.0143], [-0.2227, -1.5975, -0.4303], [-1.7240, -0.1695, 2.4499], [0.2944, 1.5410, 0.5051], [0.9500, 1.2132, -0.3529], [0.4197, 0.5217, -0.5484], [1.4257, -1.5101, 0.6095], [3.3603, -1.7624, -1.9626], [-4.3321, 4.5237, 0.8206], [-0.4487, -0.4755, -0.8760], [0.1419, 0.1266, 0.1652], [0.2557, -0.5627, 0.0261], [0.7937, 0.3102, -0.1579], [0.6914, -0.1352, 0.4378], [-0.4141, 0.8893, -0.4583], [-0.1579, -1.4479, 0.3555], [-0.9050, -0.3128, 0.1774], [-0.6914, -0.4014, 0.0117], [0.0359, 0.0544, -0.1998], [0.2322, -0.3248, 0.1338], [0.0346, 0.1484, 0.0421], [-0.0787, -0.4047, 0.0564], [-0.0276, 0.2610, 0.7405], [-0.0809, -0.3045, 0.2747], [0.1561, 0.1211, 0.3496], [0.0761, 0.1094, 0.0592], [-0.2618, -0.1368, -0.3266], [-0.1128, 0.0944, -0.5933], [0.2052, 0.3133, -0.8548], [0.2180, -0.5060, -0.5571], [0.2263, -0.0942, -0.2007], [-1.1673, 0.0293, -0.2466], [2.0100, 1.0857, 0.9340], [-0.5533, -0.7423, -0.5337], [-0.1210, -0.2107, 0.1043], [0.1311, 0.1864, -0.1715], [0.0133, -0.0746, -0.0964], [-0.5508, -0.2431, 0.1559], [-0.0626, -0.5885, -0.0320], [1.5009, -1.0539, -1.2153], [-1.0167, -0.4246, 1.4646], [0.2279, 1.4593, 0.7197], [-0.0390, 0.6499, 0.1299], [-0.7396, -0.2071, -0.9001], [0.1749, -0.0841, -0.3817], [-0.0181, -0.0059, 0.3185], [-0.4985, -0.5351, 1.4551], [1.1552, -0.6948, -0.4059], [-0.0062, 0.2888, -1.3796], [-0.5331, 0.7653, 0.1943], [0.0532, 0.1945, -0.5578], [-0.1029, -0.3367, -0.5314], [0.2861, 0.4045, 0.2496], [-0.2565, 0.0486, 0.7499], [-0.4880, -1.8157, 0.5707], [1.3525, 1.3632, 0.1487], [0.3031, 0.0728, -0.6086], [-0.4399, -0.2463, 0.3223], [-0.1964, 0.6162, -0.1043], [0.1901, -0.5135, 0.1305], [-0.5521, 0.7282, 0.0567], [-0.1527, -0.2181, -0.3714], [-0.3378, 0.2195, 0.3318], [0.2682, -0.7389, 0.5031], [-0.4589, 0.5207, -1.0601], [0.3641, 0.1435, 0.2688], [-0.0642, 0.1378, -0.0298], [-0.0016, 0.0775, -0.4775], [0.2664, -0.2223, -0.1485], [0.0015, -0.2147, 0.5983], [-0.1552, 0.1642, -0.6262], [0.6298, 0.2155, 1.0532], [0.2917, -3.6034, -0.4266], [-0.4303, 2.7180, 0.4707], [0.3541, 0.0793, 0.2431], [0.0910, 0.1522, -0.2231], [-0.0466, 0.3100, -0.6317], [-0.6417, -0.0277, 0.1495], [1.8757, 0.9598, -0.9764], [-0.5695, -0.6250, -0.2651], [0.1626, -0.3821, 0.8170], [-1.1343, -0.3424, 0.6345], [-0.3553, 0.0324, -0.3390], [-1.1540, 1.2795, -1.1631], [-0.2902, -0.4983, 0.3881], [0.8713, -0.9402, 0.9106], [0.8483, 0.4718, 0.2073], [-0.3298, -0.3480, -0.1531], [0.7112, -0.6426, -0.2705], [-0.3579, 0.6251, 0.0706], [-0.2584, 0.3854, 0.2962], [-0.0957, -0.0496, -0.0147], [0.1021, 0.1754, 0.0776]], "de_lowest_kcal_mol": 46.4, "lumo_ha": [0.0110, -0.0226], "multiplicity": 4, "fmax_ev_per_a": 6.32, "orbital_gap_ev": [9.03, 8.75], "s2": 3.767, "homo_energy_ev": [-8.73, -9.36], "total_energy_ev": -318441.6392}